1.
ORCA calculation (wB97M-V/def2-TZVPD) on an isolated molecule of C20H28N2O4S at a distorted geometry.

Calculated total energy   -43199.820 eV
Highest occupied orbital energy   -7.90 eV
SMILES string   CCOC(=O)C1(CCOC)CCN(Cc2nc(-c3cccs3)oc2C)CC1
Orbital gap   8.276 eV
Relative energy (zero: lowest compared OMol25 entry of this formula, charge and spin)   1.262 eV
LUMO level   0.379 eV

```
55
C20H28N2O4S (wB97M-V/def2-TZVPD)
C -3.361 -4.844 0.671
C -3.615 -3.528 1.388
O -2.523 -2.621 1.248
C -2.427 -1.956 0.096
O -3.204 -2.079 -0.816
C -1.244 -0.989 0.109
C 0.062 -1.808 0.071
C 0.183 -2.761 -1.112
O -0.672 -3.862 -0.910
C -0.734 -4.715 -2.021
C -1.346 -0.039 -1.092
C -2.491 0.974 -0.928
N -2.495 1.702 0.322
C -1.657 2.883 0.384
C -0.218 2.739 -0.010
N 0.725 2.205 0.825
C 1.840 2.213 0.149
C 3.100 1.723 0.606
C 3.371 1.135 1.814
C 4.722 0.763 1.940
C 5.455 1.067 0.836
S 4.516 1.818 -0.390
O 1.705 2.734 -1.088
C 0.391 3.071 -1.191
C -0.094 3.668 -2.459
C -2.439 0.795 1.447
C -1.249 -0.168 1.409
H -4.164 -5.542 0.890
H -2.413 -5.267 0.994
H -3.318 -4.670 -0.400
H -3.714 -3.678 2.466
H -4.521 -3.054 0.994
H 0.905 -1.114 0.052
H 0.123 -2.403 0.984
H -0.071 -2.254 -2.054
H 1.225 -3.116 -1.194
H -1.373 -5.551 -1.744
H -1.161 -4.202 -2.892
H 0.262 -5.092 -2.288
H -1.542 -0.612 -1.999
H -0.393 0.479 -1.209
H -2.464 1.694 -1.749
H -3.437 0.427 -0.985
H -1.696 3.256 1.410
H -2.112 3.633 -0.274
H 2.618 0.988 2.565
H 5.131 0.288 2.813
H 6.499 0.897 0.663
H 0.610 4.422 -2.806
H -0.181 2.904 -3.232
H -1.068 4.124 -2.305
H -2.412 1.381 2.368
H -3.373 0.220 1.436
H -1.292 -0.839 2.267
H -0.326 0.413 1.465
```

=====

2.
ORCA calculation (wB97M-V/def2-TZVPD) on an isolated molecule of C5H13NO2 at a distorted geometry.

Calculated total energy   -10978.871 eV
Highest occupied orbital energy   -8.99 eV
SMILES string   C[C@@H](CCO)NCO
Orbital gap   9.836 eV
Relative energy (zero: lowest compared OMol25 entry of this formula, charge and spin)   3.008 eV
LUMO level   0.842 eV

```
21
C5H13NO2 (wB97M-V/def2-TZVPD)
C 0.108 -1.758 -1.143
C 0.174 -0.383 -0.276
C 0.012 0.941 -1.190
C 0.238 2.142 -0.230
O 0.719 3.263 -1.024
N -0.985 -0.245 0.699
C -0.576 -0.833 2.038
O -0.511 -2.258 1.905
H 1.116 -1.794 -1.639
H -0.095 -2.605 -0.572
H -0.589 -1.707 -2.090
H 1.182 -0.235 0.161
H -1.017 1.084 -1.517
H 0.787 0.917 -1.930
H -0.658 2.498 0.252
H 0.857 2.052 0.689
H 1.639 3.199 -1.251
H -1.809 -0.618 0.324
H -1.346 -0.640 2.817
H 0.453 -0.522 2.545
H 0.300 -2.498 1.431
```

=====

3.
ORCA calculation (wB97M-V/def2-TZVPD) on a cluster of 2 separate species, C2H2NO3 in total at a distorted geometry.

Calculated total energy   -9736.491 eV
Charge   -1
Highest occupied orbital energy   -3.22 eV
Orbital gap   7.311 eV
Relative energy (zero: lowest compared OMol25 entry of this formula, charge and spin)   5.162 eV
LUMO level   4.095 eV

```
8
C2H2NO3 (wB97M-V/def2-TZVPD)
C -2.537 0.088 0.279
C 0.829 0.392 0.144
N -1.717 1.077 0.432
O -3.133 -0.856 0.734
O -2.520 0.855 -0.822
O 1.530 0.621 1.117
H 0.476 -0.602 -0.320
H 0.278 1.011 -0.582
```

=====

Q: LUMO level of number 3 (C2H2NO3)?
A: 4.095 eV